Record 1
Below is a structure of composition C10H11ClEuF5SV in a non-equilibrium geometry, with properties calculated with ωB97M-V/def2-TZVPD.

```
! wB97M-V def2-TZVPD RIJCOSX def2/J DEFGRID3
* xyz 0 8
Eu 0.5338 3.6593 -3.1183
Cl -0.6197 2.0505 -1.2537
C 0.7197 1.7263 -4.6935
C 0.9774 5.3989 -1.3720
H 1.3607 2.0689 -5.5227
H 1.0350 0.7398 -4.3293
H -0.3273 1.6949 -5.0258
H 1.6040 6.1714 -1.8486
H 1.3760 5.1163 -0.3883
H -0.0558 5.7627 -1.2745
V 0.3557 0.3200 0.0463
C -0.0308 0.3418 1.9639
C 2.0912 0.3090 0.2587
H 0.8670 0.7556 2.4487
H -0.8807 1.0355 2.0762
H -0.2799 -0.6606 2.3397
H 2.5581 0.9569 1.0234
H 2.7993 -0.1292 -0.4573
F -2.2031 -4.4683 3.7904
C -1.7139 -3.8281 2.7137
C -0.3810 -4.0264 2.3280
F 0.4130 -4.8586 3.0383
C 0.1241 -3.3399 1.2343
F 1.4343 -3.5027 0.8908
C -0.6658 -2.4256 0.5161
S 0.0505 -1.5586 -0.9163
C -2.0056 -2.2598 0.9068
F -2.7853 -1.3325 0.2745
C -2.5339 -2.9529 1.9899
F -3.8168 -2.7645 2.3606
*
```

* <S²>: 15.76
* E_tot: -3399.3978 Eh
* orbital gap (spin up / spin down): 0.14390 / 0.14897 Eh

---

Record 2
Below is a structure of composition C10H11F4N2ReSe4, with properties calculated with ωB97M-V/def2-TZVPD.

```
! wB97M-V def2-TZVPD RIJCOSX def2/J DEFGRID3
* xyz 1 4
Re -0.7310 0.5341 0.7372
C -0.1717 -2.3924 1.8261
N 0.4923 -1.3178 1.0430
C 0.9064 -1.8862 -0.2672
C 1.6893 -0.8574 1.8086
C 2.3089 0.3501 1.1420
N 1.1722 1.2047 0.7605
C 0.7215 1.4569 -0.4478
C -1.5798 -0.0432 -0.9973
F -2.4108 -1.1070 -0.8777
C -1.5766 0.4016 -2.3238
F -2.4822 -0.2121 -3.1015
C -0.8684 1.3724 -3.0299
C 0.2770 2.0643 -2.7484
F 0.7497 2.8354 -3.7224
C 1.0812 2.0455 -1.5990
F 2.2803 2.6470 -1.6950
H 0.5137 -3.2361 1.9392
H -1.0656 -2.7244 1.3048
H -0.4365 -2.0173 2.8121
H 1.6288 -2.6905 -0.1058
H 1.3529 -1.1162 -0.8900
H 0.0313 -2.2816 -0.7762
H 2.4125 -1.6713 1.9026
H 1.3445 -0.5913 2.8075
H 2.8904 0.0941 0.2585
H 2.9560 0.8709 1.8412
H -1.2501 1.5376 -4.0301
Se -1.5570 2.9597 0.8982
Se -3.6788 3.1176 1.6533
Se -4.4545 0.9392 1.7167
Se -2.5461 -0.2863 2.1607
*
```

* <S²>: 3.80
* E_tot: -10580.3150 Eh
* orbital gap (spin up / spin down): 0.24146 / 0.20295 Eh

---

Record 3
Below is a cluster of 2 separate species, C10H11F6IN5O8PS in total in a non-equilibrium geometry, with properties calculated with ωB97M-V/def2-TZVPD.

```
! wB97M-V def2-TZVPD RIJCOSX def2/J DEFGRID3
* xyz -2 1
N 1.5311 -2.3609 0.9665
C 0.7910 -1.1890 1.1240
N -0.3967 -1.2227 1.6309
C -0.8615 0.0901 1.6780
N -2.0327 0.3890 2.1067
I -3.1700 2.4675 2.1477
C -2.8233 -0.7295 2.5780
C -3.4185 -1.5607 1.4429
C -4.3430 -2.6207 1.9349
F -5.1575 -2.2795 2.9866
C -4.4883 -3.8542 1.3683
F -3.6277 -4.8568 1.5265
F -5.4624 -4.2450 0.5395
N 0.1122 0.9608 1.1974
C 0.2935 2.3812 1.0179
C -0.3410 2.9454 -0.2445
O -0.4279 4.3828 -0.1326
C -1.5356 4.9253 -0.7073
O -2.5730 5.1157 -0.1581
N 1.1666 0.0931 0.8040
S 2.6528 0.3820 0.0575
O 3.6413 0.1934 1.0765
O 2.6731 1.6404 -0.6095
C 3.1180 -0.9003 -1.2810
F 3.8685 -1.8669 -0.7808
F 2.0022 -1.3728 -1.8435
F 3.7992 -0.2790 -2.2032
H 1.5533 -2.6994 0.0140
H 2.4772 -2.2641 1.3164
H -2.2869 -1.3510 3.2947
H -3.6785 -0.3183 3.1150
H -2.6220 -2.0811 0.9099
H -4.0088 -0.9177 0.7846
H 1.3489 2.6350 0.9754
H -0.0576 2.8906 1.9105
H 0.3128 2.7289 -1.0909
H -1.3220 2.5161 -0.4289
H -1.4010 5.2332 -1.7579
O 3.4665 -0.9977 -5.3615
P 4.9418 -0.6004 -5.4556
O 5.3374 -0.5972 -6.9318
O 5.8462 -1.5813 -4.7084
O 5.1025 0.7757 -4.8086
*
```

* E_tot: -2899.5271 Eh
* orbital gap: 0.04645 Eh

---

Record 4
Below is a structure of composition C10H11MnNS in a non-equilibrium geometry, with properties calculated with ωB97M-V/def2-TZVPD.

```
! wB97M-V def2-TZVPD RIJCOSX def2/J DEFGRID3
* xyz 0 6
Mn -0.2534 -0.1355 -0.7237
C -3.2281 -0.5535 -3.4112
H -2.2465 -0.5580 -2.7697
H -3.0413 0.3555 -4.0204
H -4.1769 -0.2264 -2.9078
H -3.4821 -1.4892 -4.0355
H 0.7891 -1.3613 -1.5466
S -0.6160 0.6497 3.2000
C -2.3644 0.6063 2.7458
C -2.4852 0.3576 1.3893
C -1.1926 0.2581 0.8076
C -0.1095 0.4008 1.6631
C 1.2688 0.2599 1.2197
C 2.4689 0.3273 1.9090
C 3.6737 0.1619 1.2067
C 3.6729 -0.0855 -0.1602
C 2.5055 -0.1686 -0.8705
N 1.4231 0.0413 -0.1135
H -3.1932 0.7296 3.4243
H -3.4338 0.2727 0.9066
H 2.4116 0.5230 2.9700
H 4.6282 0.2266 1.7611
H 4.5560 -0.2181 -0.7290
H 2.4252 -0.3743 -1.9151
*
```

* <S²>: 8.78
* E_tot: -1991.3880 Eh
* orbital gap (spin up / spin down): 0.23558 / 0.27564 Eh

---

Record 5
Below is the ion C10H11N2O2 with charge +1 in a non-equilibrium geometry, with properties calculated with ωB97M-V/def2-TZVPD.

```
! wB97M-V def2-TZVPD RIJCOSX def2/J DEFGRID3
* xyz 1 1
C 0.4687 -3.6975 -1.4237
C 0.5035 -2.6571 -2.2716
C -0.0585 -3.4556 -0.1774
C 0.0026 -1.3652 -1.9949
C -0.3725 -2.1727 0.2343
C -0.4443 -1.1080 -0.7015
C -0.7944 0.1666 -0.1450
C 0.5056 1.9584 0.4067
C -0.2251 2.1590 1.7241
C 1.4849 3.0402 0.1419
N 0.2377 1.0436 -0.4047
N -1.7777 0.5564 0.5423
O -1.2341 3.0118 1.8193
O 0.2149 1.6863 2.8476
H 0.5888 -4.7053 -1.8582
H 1.0724 -2.9345 -3.1292
H -0.0374 -4.1368 0.6781
H 0.0557 -0.6757 -2.8022
H -0.5374 -2.1250 1.2811
H 2.4386 2.8754 0.6007
H 1.0032 3.9473 0.5121
H 1.6675 3.1529 -0.9725
H -2.7199 0.2003 0.5191
H -1.7365 3.1905 1.0178
H -0.3063 2.0448 3.5559
*
```

* E_tot: -647.3215 Eh
* orbital gap: 0.28504 Eh
* relative energy (zero: lowest compared OMol25 entry of this formula, charge and spin): 36.84 kcal/mol

---

Record 6
Below is the ion C10H11N2O2 with charge +1 in a non-equilibrium geometry, with properties calculated with ωB97M-V/def2-TZVPD.

```
! wB97M-V def2-TZVPD RIJCOSX def2/J DEFGRID3
* xyz 1 1
C -1.8691 2.4841 1.6418
C -1.6891 2.9893 0.3732
C -1.0763 1.3864 1.9768
C -0.9333 2.3584 -0.5688
C -0.2573 0.7210 1.0284
C -0.2142 1.2700 -0.2187
C 0.5305 -0.2995 1.4738
C 1.3544 -2.4473 -2.5524
C 0.1436 -1.4653 -2.6502
C 1.0186 -1.4522 -0.5803
N 1.0869 -1.3316 0.7043
N 0.7076 -0.3658 2.7835
O 1.8716 -2.3119 -1.2284
O 0.1429 -0.8504 -1.3861
H -2.6301 2.9397 2.3184
H -2.3972 3.8439 0.1595
H -1.1759 0.8685 2.9144
H -0.8747 2.6949 -1.6428
H 1.1586 -3.4577 -2.7979
H 2.2497 -2.2454 -3.2655
H 0.2316 -0.8292 -3.4591
H -0.9238 -1.9641 -2.7652
H 1.6689 -1.9952 1.2238
H 0.3649 0.3500 3.3208
H 1.5110 -0.8905 3.1967
*
```

* E_tot: -647.2065 Eh
* orbital gap (spin up / spin down): 0.19767 / 0.19182 Eh
* relative energy (zero: lowest compared OMol25 entry of this formula, charge and spin): 108.99 kcal/mol